# 1
Molecular formula: C30H88N12O14
Method: DFT, ωB97M-V/def2-TZVPD

## Properties
Largest force on an atom (Eh/bohr): 0.075
Energy (Ha): -2906.4693
2S+1: 1

Element x y z (Å)
O (10.635, 9.457, 13.862)
O (8.141, 16.593, 15.818)
O (15.689, 12.712, 14.880)
O (17.122, 17.247, 11.661)
O (12.804, 9.570, 12.078)
O (11.682, 14.994, 12.422)
O (14.569, 15.168, 17.307)
O (6.088, 12.988, 13.677)
O (12.962, 16.478, 14.306)
O (9.112, 13.706, 8.393)
O (12.814, 17.022, 8.648)
O (12.175, 18.772, 10.685)
O (8.722, 10.937, 12.714)
O (7.855, 17.271, 12.080)
N (6.298, 16.408, 13.602)
N (10.925, 14.867, 7.610)
N (10.393, 17.931, 11.779)
N (9.382, 18.263, 16.724)
N (10.140, 17.129, 14.773)
N (14.422, 17.356, 12.745)
N (10.171, 11.236, 10.918)
N (8.105, 12.312, 11.009)
N (9.852, 15.487, 9.612)
N (10.289, 19.997, 10.641)
N (8.118, 15.211, 13.011)
N (14.986, 17.081, 14.905)
C (16.423, 15.836, 9.789)
C (5.942, 13.092, 16.143)
C (13.248, 13.824, 10.941)
C (11.000, 18.849, 11.035)
C (12.188, 13.726, 12.044)
C (5.861, 10.826, 14.902)
C (13.031, 9.166, 10.692)
C (9.003, 11.426, 11.613)
C (17.127, 17.161, 10.265)
C (16.941, 13.035, 14.250)
C (12.243, 19.016, 7.200)
C (12.243, 14.764, 17.625)
C (9.170, 17.296, 15.728)
C (9.916, 14.673, 8.510)
C (13.677, 17.043, 6.494)
C (11.401, 8.392, 15.904)
C (13.259, 17.961, 7.642)
C (10.631, 9.550, 15.362)
C (17.172, 12.044, 13.107)
C (14.531, 8.769, 10.552)
C (14.037, 16.945, 13.948)
C (13.534, 14.196, 17.101)
C (9.213, 9.777, 16.013)
C (12.067, 8.097, 10.298)
C (6.358, 12.343, 14.895)
C (16.385, 18.430, 9.727)
C (12.611, 12.847, 13.233)
C (13.880, 12.889, 17.791)
C (7.469, 16.397, 12.864)
C (16.898, 14.453, 13.889)
H (7.661, 14.459, 13.534)
H (17.191, 11.040, 13.523)
H (10.124, 10.174, 13.385)
H (14.408, 16.285, 6.778)
H (5.788, 17.280, 13.454)
H (15.074, 9.656, 10.770)
H (11.370, 18.390, 7.041)
H (11.448, 15.707, 7.584)
H (10.923, 7.396, 15.833)
H (15.393, 18.510, 10.068)
H (10.038, 16.309, 14.110)
H (17.694, 12.775, 15.024)
H (17.291, 16.353, 12.104)
H (11.244, 13.313, 11.697)
H (10.921, 10.687, 11.244)
H (11.383, 14.088, 17.389)
H (16.311, 14.468, 12.962)
H (7.428, 12.210, 14.987)
H (9.393, 20.181, 11.069)
H (4.865, 13.030, 16.396)
H (6.119, 14.138, 16.146)
H (14.747, 8.456, 9.518)
H (8.890, 15.054, 12.364)
H (14.266, 17.671, 5.847)
H (16.531, 15.634, 8.732)
H (12.230, 14.797, 18.684)
H (12.139, 7.917, 9.241)
H (15.400, 16.126, 9.741)
H (11.264, 10.409, 15.595)
H (6.286, 10.267, 14.038)
H (10.304, 11.864, 10.116)
H (15.338, 17.727, 12.518)
H (12.802, 10.049, 10.071)
H (14.137, 18.449, 8.021)
H (8.643, 8.849, 16.134)
H (10.751, 16.977, 11.853)
H (10.750, 14.499, 6.706)
H (6.357, 10.363, 15.752)
H (13.540, 13.285, 13.697)
H (11.847, 12.779, 13.997)
H (12.779, 16.787, 5.943)
H (9.495, 9.953, 17.029)
H (13.680, 17.622, 12.067)
H (18.160, 17.211, 9.908)
H (8.133, 12.575, 10.025)
H (17.885, 14.864, 13.803)
H (14.756, 8.037, 11.357)
H (12.109, 9.051, 12.426)
H (13.427, 13.988, 16.046)
H (12.135, 15.362, 13.217)
H (16.897, 19.295, 10.099)
H (10.990, 17.682, 14.800)
H (10.780, 20.838, 10.372)
H (10.130, 18.862, 16.858)
H (14.785, 16.944, 15.907)
H (6.426, 16.257, 14.588)
H (9.506, 18.022, 12.234)
H (12.893, 14.638, 10.324)
H (12.321, 7.110, 10.724)
H (18.235, 12.138, 12.766)
H (12.628, 19.574, 6.327)
H (11.013, 8.373, 10.545)
H (4.721, 10.729, 14.900)
H (15.089, 12.216, 14.344)
H (12.699, 17.669, 9.436)
H (12.221, 8.310, 15.197)
H (6.520, 12.607, 16.954)
H (8.971, 15.347, 10.103)
H (16.363, 14.970, 14.726)
H (12.060, 19.607, 8.080)
H (14.752, 12.320, 17.399)
H (16.708, 15.003, 10.467)
H (14.011, 12.976, 18.839)
H (16.437, 18.502, 8.638)
H (8.580, 10.404, 15.487)
H (13.031, 12.234, 17.732)
H (16.547, 12.165, 12.284)
H (5.679, 13.831, 13.950)
H (7.217, 12.298, 11.476)
H (14.219, 14.049, 11.429)
H (13.316, 12.882, 10.367)
H (8.531, 18.559, 17.110)
H (12.874, 11.899, 12.742)
H (15.422, 14.703, 17.432)
H (12.095, 15.711, 17.114)
H (15.817, 17.456, 14.611)
H (10.074, 16.456, 9.474)
H (11.776, 8.617, 16.917)

***

# 2
Molecular formula: C30H88N14O12
Method: DFT, ωB97M-V/def2-TZVPD

## Properties
SMILES: COC[C@H](C)N.COC[C@H](C)N.COC[C@H](C)N.COC[C@H](C)N.COC[C@H](C)N.COC[C@H](C)N.NC(N)=O.NC(N)=O.NC(N)=O.NC(N)=O.OCCO
Largest force on an atom (Eh/bohr): 0.069
Energy (Ha): -2865.2645
2S+1: 1

Element x y z (Å)
O (-3.442, -4.363, -0.042)
O (-5.899, 1.578, -1.697)
O (-0.487, 1.030, -2.884)
O (1.986, -0.608, 0.909)
O (3.480, 2.296, -3.241)
O (-1.441, 4.809, 3.305)
O (-1.359, 6.741, -0.909)
O (2.792, -2.170, 3.177)
O (0.229, -5.432, -1.787)
O (7.231, -0.606, 0.216)
O (2.460, 5.549, 0.534)
O (-0.787, -0.986, 2.326)
N (2.918, -2.898, 5.267)
N (-3.196, -2.472, 2.087)
N (0.427, 5.871, 2.642)
N (4.635, -0.749, -0.082)
N (-1.262, 8.576, 2.346)
N (2.515, 5.428, -1.681)
N (4.621, 0.283, -3.096)
N (2.556, 3.431, -0.328)
N (2.629, 0.534, -2.068)
N (0.323, 3.479, 2.767)
N (-4.311, -1.574, -0.794)
N (0.992, -1.881, 4.453)
N (1.409, -5.472, 1.630)
N (-1.416, -2.556, -2.912)
C (3.621, 1.132, -2.829)
C (8.271, -0.838, 1.143)
C (6.753, -1.702, -0.503)
C (-6.380, 2.355, -2.773)
C (0.953, 0.297, 1.244)
C (-1.437, 5.403, -0.335)
C (2.205, -2.336, 4.228)
C (-1.939, 8.015, 1.162)
C (0.292, -6.263, -2.910)
C (-0.289, 4.727, 2.868)
C (-4.134, -5.330, -0.844)
C (-2.817, -4.109, 3.793)
C (-4.900, -0.236, -0.717)
C (-0.396, -1.529, -2.925)
C (-3.917, 0.816, -0.095)
C (5.401, -1.998, 0.074)
C (-1.188, -0.207, -2.666)
C (-3.140, 8.785, 0.594)
C (0.636, -3.475, 0.269)
C (-1.095, 2.045, -2.219)
C (-0.904, 7.591, 0.057)
C (-3.549, -4.802, 1.353)
C (-0.485, -0.141, 1.178)
C (-5.421, 0.302, -2.033)
C (0.571, -4.990, 0.484)
C (4.575, -3.098, -0.672)
C (2.542, 4.844, -0.432)
C (0.971, -5.840, -0.656)
C (-2.768, -3.864, 2.244)
C (0.422, -1.373, -4.236)
H (3.613, -3.222, -0.193)
H (5.524, 0.695, -3.353)
H (-3.844, 9.131, 1.327)
H (-1.534, -0.169, -1.630)
H (-2.027, 8.941, 2.944)
H (-2.198, -5.002, 3.961)
H (-1.024, 0.804, 1.201)
H (2.678, -0.490, -1.907)
H (-2.135, 4.842, -0.899)
H (-5.609, 2.479, -3.590)
H (-0.586, 2.985, -2.443)
H (1.346, -6.422, -3.177)
H (0.382, -1.533, 3.703)
H (1.512, -3.130, -0.333)
H (0.999, -6.888, -0.389)
H (1.004, -2.264, -4.388)
H (0.610, -2.048, 5.378)
H (1.270, 3.409, 2.349)
H (0.507, -3.014, 1.256)
H (-0.264, -3.163, -0.343)
H (-3.673, 8.180, -0.173)
H (-1.813, 5.593, 0.644)
H (-3.961, -2.206, 2.695)
H (2.422, 4.935, -2.546)
H (0.192, -1.635, -2.040)
H (5.524, -2.301, 1.134)
H (-4.398, 1.679, 0.333)
H (5.037, -4.076, -0.514)
H (1.115, 0.781, 2.201)
H (-0.256, 2.662, 2.921)
H (-0.766, 9.502, 2.192)
H (5.258, 0.064, -0.038)
H (9.232, -0.707, 0.666)
H (2.735, -2.740, 6.273)
H (1.112, 1.016, 0.410)
H (-7.202, 1.868, -3.321)
H (-3.384, -1.508, -1.219)
H (3.837, -0.631, 0.507)
H (-1.664, -1.496, 2.238)
H (-3.186, 1.126, -0.854)
H (-1.780, -3.840, 1.939)
H (2.030, -5.717, -0.894)
H (-3.910, -5.052, -1.876)
H (-4.575, -4.851, 1.627)
H (-1.093, -3.391, -2.540)
H (8.223, 0.000, 1.912)
H (2.866, 3.288, 0.591)
H (-2.277, -3.220, 4.104)
H (-2.116, -0.138, -3.247)
H (-0.044, 6.715, 2.772)
H (-2.272, 7.094, 1.563)
H (-1.853, -2.708, -3.822)
H (-3.482, -2.303, 1.115)
H (-3.574, -6.195, -0.607)
H (-0.334, -1.225, -5.007)
H (-0.770, -0.716, 0.297)
H (-0.111, -5.611, -3.714)
H (0.906, -5.234, 2.456)
H (-3.107, -5.806, 1.383)
H (-5.753, -0.314, -0.083)
H (1.825, 1.034, -1.710)
H (-6.702, 3.267, -2.335)
H (-6.358, -0.240, -2.404)
H (-3.819, -4.170, 4.322)
H (-0.289, -7.197, -2.829)
H (-0.484, 8.533, -0.374)
H (1.103, -0.477, -4.202)
H (2.101, -1.306, 1.522)
H (1.201, 5.704, 2.067)
H (2.286, -4.872, 1.710)
H (3.936, -3.095, 5.075)
H (2.515, 6.415, -1.659)
H (6.676, -1.400, -1.523)
H (-0.426, 4.926, -0.328)
H (-4.612, 0.294, -2.887)
H (-5.212, -5.426, -0.664)
H (-2.739, 9.729, 0.038)
H (-1.059, 1.854, -1.100)
H (7.352, -2.616, -0.441)
H (4.713, -0.311, -2.273)
H (-3.379, 0.320, 0.737)
H (-4.913, -2.182, -1.377)
H (4.397, -2.741, -1.710)
H (8.123, -1.809, 1.628)
H (2.918, 2.835, -1.053)
H (-2.142, 2.133, -2.527)
H (-0.424, -5.260, 0.888)
H (-0.004, 7.210, 0.471)

***

# 3
Molecular formula: C30H90N18O12
Method: DFT, ωB97M-V/def2-TZVPD

## Properties
SMILES: COC[C@H](C)N.COC[C@H](C)N.COC[C@H](C)N.COC[C@H](C)N.COC[C@H](C)N.COC[C@H](C)N.NC(N)=O.NC(N)=O.NC(N)=O.NC(N)=O.NC(N)=O.NC(N)=O
Largest force on an atom (Eh/bohr): 0.076
Energy (Ha): -3085.6373
2S+1: 1

Element x y z (Å)
O (2.605, 0.831, -4.229)
O (-0.571, 0.137, -0.429)
O (-1.827, 0.486, 5.598)
O (-5.157, -0.205, -2.486)
O (2.530, 1.144, 8.114)
O (-2.457, 4.930, 1.417)
O (-2.543, -4.768, -3.644)
O (2.146, 2.731, 0.545)
O (4.928, -1.758, -2.126)
O (-0.077, -3.763, -0.436)
O (2.004, 5.084, -3.198)
O (5.619, 1.444, 1.544)
N (0.835, 0.455, 4.875)
N (-5.572, 4.810, 1.274)
N (1.358, 0.746, -1.565)
N (3.387, 2.752, -3.523)
N (6.323, -0.670, 1.789)
N (-0.066, -0.897, -2.362)
N (4.349, -0.177, 0.555)
N (1.840, 2.708, -5.236)
N (2.296, -2.102, -4.013)
N (0.614, 1.756, 1.825)
N (2.659, 4.932, -1.075)
N (0.701, 3.905, -1.792)
N (-0.361, -3.996, -5.508)
N (-2.500, 2.427, 4.617)
N (-6.103, -2.216, -0.488)
N (1.162, -1.360, 1.986)
N (2.410, 2.677, 2.881)
N (-1.989, 0.476, 3.346)
C (5.557, -0.653, -2.816)
C (-3.326, 3.874, 1.190)
C (-2.037, 1.135, 4.572)
C (4.491, -2.815, -2.945)
C (2.519, -4.365, -3.222)
C (1.353, -2.231, 0.842)
C (2.983, -2.904, -3.004)
C (3.089, 0.505, 9.182)
C (-1.513, 4.917, 0.415)
C (-4.619, 3.944, 1.891)
C (0.220, 0.033, -1.361)
C (1.747, 0.383, 7.207)
C (-1.249, -4.472, -0.367)
C (1.832, 2.370, 1.691)
C (-4.401, -0.488, -1.271)
C (-4.585, -1.092, 1.123)
C (-5.364, -0.972, -0.171)
C (0.032, -2.946, 0.710)
C (-1.269, -1.769, -5.593)
C (-5.207, 2.492, 2.008)
C (-2.473, -3.495, -4.377)
C (0.849, 2.492, 6.253)
C (5.458, 0.256, 1.285)
C (1.533, 1.189, 5.927)
C (-1.089, -3.012, -4.702)
C (-4.556, 0.704, -3.364)
C (2.615, 2.027, -4.359)
C (-3.864, -5.127, -3.208)
C (1.778, 4.656, -2.089)
C (2.372, -3.314, 1.088)
H (2.202, -0.612, 6.928)
H (-6.382, -2.213, -1.451)
H (6.241, -1.676, 1.608)
H (-2.875, 2.884, 1.402)
H (3.406, 5.537, -1.334)
H (-0.022, -3.467, 1.721)
H (-5.760, 4.465, 0.309)
H (-4.123, -2.040, 1.257)
H (-5.219, -0.820, 1.979)
H (-5.336, 1.284, -3.860)
H (5.954, -0.168, -1.933)
H (-3.696, -0.475, 1.070)
H (2.383, 0.570, 10.009)
H (2.566, 1.405, 5.544)
H (0.809, 0.152, 7.659)
H (-5.218, 5.739, 1.188)
H (4.971, -3.706, -2.488)
H (2.040, -3.929, 1.939)
H (2.589, -1.135, -4.044)
H (-1.664, -0.482, 3.313)
H (-2.054, -1.110, -5.228)
H (-2.048, -3.874, -0.048)
H (-1.944, 5.098, -0.578)
H (-6.023, -0.089, -0.091)
H (-0.931, 3.984, 0.352)
H (1.763, 0.799, -2.488)
H (1.708, -1.630, -0.001)
H (-1.530, -2.158, -6.583)
H (1.506, -4.485, -2.860)
H (7.047, -0.254, 2.349)
H (4.524, -0.874, -0.152)
H (-1.389, -4.848, -1.431)
H (6.379, -0.984, -3.492)
H (0.441, -0.719, 1.660)
H (2.328, -2.547, -4.878)
H (4.030, 1.070, 9.400)
H (-3.874, 1.477, -2.893)
H (-0.333, -1.263, -5.610)
H (4.901, -2.533, -3.935)
H (-0.046, 2.361, 6.820)
H (3.435, 3.753, -3.558)
H (0.629, 3.325, -1.003)
H (-3.950, 0.138, -4.105)
H (-3.507, 3.670, 0.125)
H (1.869, 2.260, 3.624)
H (2.540, -3.956, 0.212)
H (0.542, 2.908, 5.321)
H (1.314, 2.148, -5.909)
H (-0.847, -1.515, -2.101)
H (2.679, -2.619, -2.040)
H (0.352, 1.147, 2.667)
H (-0.505, -2.892, -3.780)
H (1.584, 3.105, 6.769)
H (-2.052, 0.918, 2.453)
H (-4.482, 1.777, 2.528)
H (-5.430, 2.104, 1.024)
H (-5.583, -3.012, -0.224)
H (3.763, 0.607, 0.295)
H (1.596, 3.678, -5.083)
H (1.906, -0.835, 2.253)
H (-3.109, -3.558, -5.274)
H (1.279, -0.432, 4.683)
H (-3.912, 0.397, -0.999)
H (-4.581, -5.189, -4.017)
H (2.509, -4.670, -4.282)
H (-3.625, -1.202, -1.477)
H (-3.690, -6.014, -2.626)
H (-2.393, 2.879, 5.506)
H (-4.129, -4.274, -2.597)
H (-6.104, 2.509, 2.588)
H (-4.516, 4.530, 2.833)
H (3.335, -2.896, 1.416)
H (0.593, -1.240, -3.044)
H (4.899, -0.029, -3.383)
H (1.647, 1.445, -0.903)
H (-2.452, 2.943, 3.749)
H (-0.080, 0.061, 5.309)
H (3.102, -5.147, -2.728)
H (2.644, 4.498, -0.144)
H (0.002, 3.780, -2.477)
H (-0.784, -2.206, 0.682)
H (-0.782, 5.699, 0.627)
H (3.295, -0.561, 9.019)
H (-1.122, -5.328, 0.322)
H (-3.036, -2.818, -3.721)
H (-0.944, -4.310, -6.281)
H (-0.278, -4.824, -4.934)
H (0.026, 1.550, 1.075)
H (3.383, 2.842, 2.909)
H (4.230, 2.285, -3.219)